This record from OMol25 describes C20H24N2O4S2 in the gas phase. The level of theory is ωB97M-V with the def2-TZVPD basis set.

Properties
Lowest unoccupied orbital energy (eV): 0.45
Largest force on an atom (eV/Å): 1.07
Relative energy (zero: lowest compared OMol25 entry of this formula, charge and spin) (eV): 0.184
Frontier orbital gap (eV): 8.8
Total energy (Ha): -1983.36967
HOMO level (hartree): -0.308
SMILES string: COc1ccc(NC(=O)CSc2ccccc2)cc1S(=O)(=O)N1CCCCC1

Geometry as ORCA input:
```
! wB97M-V def2-TZVPD RIJCOSX def2/J DEFGRID3
* xyz 0 1
C 3.28995 2.50826 2.57509
O 2.87452 1.89122 1.37824
C 1.66692 1.28880 1.33536
C 0.83560 1.09094 2.43906
C -0.35459 0.39945 2.30908
C -0.74955 -0.11636 1.07933
N -1.95189 -0.82531 0.98904
C -2.28752 -1.73588 0.04311
O -1.56044 -2.13408 -0.83777
C -3.70328 -2.28386 0.19807
S -4.89095 -1.14857 0.97489
C -5.01183 0.20610 -0.16868
C -5.96025 1.17630 0.13786
C -6.11483 2.27247 -0.68744
C -5.32613 2.40854 -1.81917
C -4.38508 1.44009 -2.11932
C -4.22208 0.33541 -1.29984
C 0.05227 0.11802 -0.03344
C 1.23510 0.80929 0.09704
S 2.16676 1.10090 -1.42358
O 2.90125 2.32323 -1.30666
O 1.22813 0.97701 -2.50060
N 3.25882 -0.12677 -1.59054
C 2.78343 -1.41017 -2.04828
C 2.51692 -2.38076 -0.89734
C 3.76605 -2.49638 -0.02691
C 4.16070 -1.11401 0.48804
C 4.38229 -0.15951 -0.68799
H 3.44138 1.77410 3.37387
H 4.23902 2.98542 2.33862
H 2.57596 3.26828 2.90497
H 1.11260 1.47130 3.40912
H -0.98226 0.25754 3.17696
H -2.63634 -0.65182 1.71726
H -4.07917 -2.60628 -0.77338
H -3.67636 -3.15145 0.86105
H -6.56861 1.05858 1.02207
H -6.85402 3.02151 -0.44593
H -5.44556 3.26583 -2.46376
H -3.76289 1.53725 -2.99588
H -3.48062 -0.40223 -1.55977
H -0.23589 -0.21967 -1.01457
H 3.54541 -1.83166 -2.71508
H 1.87958 -1.22010 -2.62616
H 2.24247 -3.35408 -1.30569
H 1.67989 -2.01910 -0.29746
H 4.58510 -2.91029 -0.62017
H 3.58204 -3.17147 0.81142
H 3.36469 -0.73011 1.12779
H 5.07627 -1.17238 1.07929
H 5.26508 -0.47810 -1.25558
H 4.53191 0.86456 -0.34561
*
```